The following is a quantum chemistry calculation of C34H44CrN3O3PSi as an isolated structure, from the Open Molecules 2025 dataset.

Each line ends with the Löwdin spin population.
Geometry (Å):
Cr -1.043610 -1.185713 -0.073316  0.96
N -2.862900 -1.884916 -1.027856  0.00
C -2.777020 -1.993269 -2.501438  0.00
C -1.677812 -1.060969 -2.978168  0.00
N -0.482906 -1.252495 -2.135473  -0.01
C 0.299968 -2.479003 -2.430298  0.00
C -0.100367 -3.634872 -1.523988  0.00
N -0.185163 -3.130439 -0.146171  0.00
H -3.179864 -2.758997 -0.615258  0.00
H -3.582453 -1.203093 -0.789364  0.00
H -3.728412 -1.743242 -2.978277  0.00
H -2.547009 -3.024528 -2.765043  0.00
H -1.993971 -0.022211 -2.858770  0.00
H -1.457235 -1.233524 -4.037538  0.00
H 0.132474 -0.458467 -2.281026  0.00
H 1.348405 -2.237994 -2.243022  0.00
H 0.201847 -2.757640 -3.483995  0.00
H 0.634606 -4.439916 -1.623945  0.00
H -1.072399 -4.049961 -1.791400  0.00
H 0.753152 -2.965010 0.215339  0.00
H -0.613547 -3.809149 0.477714  0.00
O -3.267430 -1.163804 3.262195  0.00
C -2.542380 -0.786485 2.380398  0.00
O -1.891897 -1.610365 1.569979  -0.01
C -2.304283 0.706673 2.103731  0.00
P -2.140778 0.914564 0.303344  0.00
C -1.447424 2.539369 -0.059545  0.00
C -1.952591 3.687466 0.551832  0.00
C -1.439418 4.928622 0.218347  0.00
C -0.437325 5.032629 -0.739191  0.00
C 0.063282 3.896557 -1.353816  0.00
C -0.437695 2.649931 -1.007992  0.00
C -3.860414 1.044384 -0.291370  0.00
C -4.917806 0.473203 0.419244  0.00
C -6.200117 0.476040 -0.115003  0.00
C -6.437645 1.048719 -1.354740  0.00
C -5.391783 1.624585 -2.062825  0.00
C -4.111010 1.621711 -1.536222  0.00
H -1.345047 0.985821 2.549374  0.00
H -3.092685 1.304731 2.561444  0.00
H -2.748143 3.613065 1.283067  0.00
H -1.824133 5.817267 0.698414  0.00
H -0.042184 6.004817 -0.999337  0.00
H 0.859438 3.977173 -2.080063  0.00
H -0.016287 1.753742 -1.447120  0.00
H -4.757648 0.030285 1.393537  0.00
H -7.013282 0.039284 0.446916  0.00
H -7.437634 1.058356 -1.763974  0.00
H -5.577044 2.087865 -3.020831  0.00
H -3.304910 2.095167 -2.084754  0.00
C 3.669394 -1.255085 3.087595  0.00
C 2.196619 -1.153051 2.677123  0.00
C 1.482092 -0.212231 3.657683  0.00
C 1.516184 -2.520659 2.801359  0.00
Si 2.077759 -0.393139 0.942048  0.01
O 0.513897 -0.445141 0.412392  0.05
C 3.056637 -1.278724 -0.408584  0.00
C 3.218342 -0.594553 -1.620730  0.00
C 3.801433 -1.194301 -2.725187  0.00
C 4.241562 -2.508145 -2.644937  0.00
C 4.106183 -3.204069 -1.455271  0.00
C 3.524881 -2.591731 -0.351503  0.00
C 2.694641 1.369047 1.010500  0.00
C 1.905048 2.386055 1.549178  0.00
C 2.389540 3.675830 1.696458  0.00
C 3.686166 3.974057 1.306020  0.00
C 4.493878 2.977899 0.779001  0.00
C 4.001963 1.689596 0.637531  0.00
H 3.743219 -1.643392 4.105666  0.00
H 4.154923 -0.278561 3.072539  0.00
H 4.239829 -1.919408 2.439027  0.00
H 1.560010 -0.611545 4.671357  0.00
H 0.419982 -0.129995 3.423779  0.00
H 1.917093 0.786394 3.660340  0.00
H 1.600045 -2.879833 3.829899  0.00
H 1.970172 -3.283782 2.168247  0.00
H 0.450578 -2.451081 2.580062  0.00
H 2.893839 0.437462 -1.694923  0.00
H 3.923849 -0.637580 -3.644528  0.00
H 4.705134 -2.979070 -3.500567  0.00
H 4.465509 -4.220734 -1.379823  0.00
H 3.448919 -3.156465 0.566018  0.00
H 0.894211 2.167890 1.869086  0.00
H 1.757604 4.446096 2.116857  0.00
H 4.070081 4.978492 1.420545  0.00
H 5.509340 3.203558 0.482900  0.00
H 4.649935 0.923936 0.229099  0.00

Forces on the atoms, in the same order (eV/Å):
0.48 0.12 0.24
-0.11 0.00 -0.04
-0.05 0.02 -0.09
-0.03 -0.02 -0.08
-0.05 -0.01 -0.12
0.07 -0.05 0.01
0.04 -0.08 -0.09
0.07 0.00 0.16
0.07 0.05 0.03
0.01 -0.05 0.04
0.09 0.00 0.03
-0.01 0.04 -0.03
-0.02 -0.03 0.00
-0.01 0.01 0.06
0.03 -0.01 0.06
-0.07 -0.05 -0.03
0.02 -0.01 0.04
-0.06 0.06 -0.01
0.05 0.01 0.00
-0.03 -0.06 0.01
-0.01 0.07 0.02
-0.03 0.08 0.07
0.02 -0.09 -0.19
-0.06 0.00 0.00
-0.06 0.01 0.09
-0.12 0.08 -0.02
-0.03 -0.02 0.04
0.03 -0.03 -0.01
0.00 0.00 -0.01
0.02 0.00 0.00
0.03 -0.02 0.04
0.06 0.00 0.05
0.02 -0.03 0.12
0.03 0.00 -0.02
0.00 0.03 -0.02
-0.01 -0.02 0.02
0.00 0.01 0.00
0.05 0.00 -0.03
0.00 -0.02 -0.04
0.07 -0.04 0.00
-0.02 -0.01 0.01
-0.02 0.03 0.01
0.01 0.03 -0.01
0.02 0.01 -0.04
0.01 -0.03 -0.02
0.00 -0.03 0.06
-0.03 -0.02 0.03
-0.04 0.00 -0.02
-0.01 0.03 -0.06
0.03 0.02 -0.02
-0.01 0.04 -0.05
-0.08 0.01 -0.05
0.05 0.04 -0.02
0.01 0.05 -0.05
0.10 -0.09 0.03
-0.30 0.08 0.00
-0.01 0.06 0.03
-0.04 0.04 0.01
0.01 0.02 -0.02
0.03 -0.03 -0.05
0.00 -0.03 0.00
-0.08 0.00 0.00
-0.01 -0.08 0.01
-0.04 0.05 -0.03
-0.04 0.01 -0.02
0.04 0.01 0.00
0.03 0.05 0.00
0.00 -0.03 -0.02
0.00 -0.02 0.06
0.04 0.05 0.00
0.04 -0.06 -0.05
0.00 -0.04 0.05
-0.10 0.02 -0.01
0.02 0.02 0.03
0.03 -0.01 0.05
0.04 -0.08 -0.09
-0.09 -0.02 -0.07
-0.02 0.07 -0.01
0.01 0.03 -0.03
0.01 -0.02 -0.03
0.02 -0.06 0.01
-0.01 -0.06 0.14
-0.11 0.01 -0.01
-0.03 0.04 0.02
0.01 0.03 0.00
0.03 0.01 -0.01
0.03 -0.03 -0.01

Properties
Multiplicity: 2
LUMO (alpha / beta), Ha: -0.1063 / -0.0858
Relative energy (zero: lowest compared OMol25 entry of this formula, charge and spin), kcal/mol: 0.0
Charge: +1



The following is a quantum chemistry calculation of C20H28N2O6S as an isolated structure in a non-equilibrium geometry, from the Open Molecules 2025 dataset.

Each line ends with the natural charge from an NBO analysis.
Geometry (Å):
O -1.145021 1.227072 2.030346  -0.64
C -1.922458 1.248284 0.935749  0.64
N -2.467043 0.111982 0.323689  -0.60
H -2.861879 0.314422 -0.540298  0.40
C -1.956266 -1.220634 0.547319  -0.12
H -1.366031 -1.089687 1.680195  0.25
C -1.224622 -1.816302 -0.280292  -0.42
C -2.448679 -2.762644 -1.191670  -0.39
H -2.087582 -3.576213 -1.780362  0.22
C -3.427669 -3.077653 -0.079332  -0.43
H -4.483441 -3.432357 -0.230613  0.24
H -2.978502 -4.181067 0.471070  0.16
C -3.296154 -1.926563 0.796408  -0.38
H -3.546129 -2.342956 2.075547  0.20
H -4.177247 -1.357724 0.721204  0.22
H -2.911581 -1.818487 -1.676637  0.17
H -0.678813 -1.190491 -1.044549  0.24
H -0.651622 -2.679745 0.119322  0.24
C -2.407739 2.472079 0.423710  -0.20
H -3.381360 2.585310 0.442847  0.20
H -1.936367 3.268455 1.118738  0.24
O -1.639627 2.962034 -0.569221  -0.51
C -2.193282 2.388381 -1.810784  0.81
O -2.990947 1.657304 -1.806246  -0.55
C -1.489750 2.749688 -3.163625  -0.42
H -2.283400 3.311113 -3.875716  0.26
H -0.825157 4.045004 -2.900863  0.15
C -0.587995 1.909950 -3.692235  -0.49
C 0.561965 1.521693 -2.674781  0.02
C 1.192469 2.328193 -1.879262  -0.24
C 2.035504 1.581622 -0.949730  -0.08
C 2.333221 0.229067 -1.038444  -0.42
C 1.539317 -0.504620 -1.810438  -0.16
C 0.782794 0.116225 -2.808069  -0.23
H 0.210470 -0.541380 -3.431661  0.22
H 1.620290 -1.653352 -1.672082  0.24
S 3.417437 -0.505346 0.111504  2.24
O 4.637040 0.455628 0.278239  -0.91
O 3.359300 -1.831815 0.158592  -0.89
N 2.725403 0.140458 1.833421  -0.60
C 1.523525 -0.428573 2.095709  -0.23
H 1.110143 -0.877470 1.448057  0.17
C 2.134231 -1.769785 2.982106  -0.10
H 1.289812 -2.202125 3.354055  0.16
O 2.918868 -1.483211 4.051367  -0.51
C 3.897075 -0.619630 3.415680  -0.10
H 4.548340 -0.287767 4.344436  0.16
C 3.555864 0.696885 2.596707  -0.24
H 4.421090 0.884616 2.252633  0.25
H 3.135151 1.229392 3.492391  0.19
H 4.553829 -1.415673 2.886484  0.17
H 2.554456 -2.562162 2.287632  0.15
H 0.725776 -0.027415 2.514134  0.23
H 2.623483 2.435251 -0.304546  0.26
H 1.001583 3.470328 -1.930247  0.25
H -0.044203 2.640358 -4.373890  0.24
H -0.997870 1.202053 -4.273697  0.23

Forces on the atoms, in the same order (eV/Å):
-3.55 -0.29 -5.44
2.94 -4.74 5.54
3.54 2.47 1.99
-1.05 0.12 -1.53
-7.14 6.90 14.01
-1.72 -0.18 -2.98
5.96 -8.78 -11.53
-0.22 4.07 0.87
0.18 -0.09 -0.73
1.63 -5.81 0.96
1.01 0.83 -0.62
-0.98 3.10 -1.31
-1.17 -2.72 6.13
1.20 1.32 -3.64
-0.64 1.52 -0.41
0.62 -1.93 -0.56
-0.32 -0.89 1.10
0.24 0.97 -0.13
5.29 4.43 4.85
-5.01 0.52 -0.79
-1.76 -1.49 0.59
-0.48 -0.60 -7.07
11.97 9.70 -1.19
-10.94 -9.19 0.43
-4.75 11.29 3.96
1.52 -2.00 1.50
-1.85 -3.73 -0.35
7.80 1.40 -1.01
-4.36 -4.76 -6.11
2.31 1.30 3.68
2.32 6.02 0.27
0.03 2.61 2.25
-0.64 -4.05 -2.87
0.28 0.01 2.88
-0.36 0.25 -0.46
-0.24 1.97 -0.73
3.29 16.03 6.39
-2.94 -4.26 -2.46
-0.01 -9.37 -0.95
-5.55 -0.22 -13.89
8.67 -1.54 9.64
-4.73 -5.91 -10.05
-2.86 -0.32 -2.22
-2.56 -1.62 1.26
0.87 2.68 -0.95
5.91 -1.06 4.98
-0.86 -0.64 -1.52
-1.54 -3.19 11.02
5.92 2.54 -2.63
0.14 1.10 -1.37
-0.77 1.73 -0.06
0.12 1.26 0.36
-2.86 3.19 2.98
-1.11 -3.11 -1.02
0.60 -2.24 0.72
-0.41 -1.39 -0.12
-0.98 -3.25 -1.67

Properties
LUMO, Ha: -0.0060
Relative energy (zero: lowest compared OMol25 entry of this formula, charge and spin), kcal/mol: 501.8